Entry 1:
C5H4O2 | ωB97M-V/def2-TZVPD

Summary:
HOMO energy (spin up / spin down): -9.7 / -9.3 eV
HOMO-LUMO gap (spin up / spin down): 8.3 / 7.5 eV
Calculated total energy: -9339.582 eV
Strongest force on any atom: 2.3 eV/A

Element x y z (Å)
O -0.7721 2.0263 1.3349
C -0.4511 1.1205 0.6051
O -0.3736 1.3182 -0.7405
C -0.2953 0.2130 -1.5927
C 0.1972 -0.9779 -1.2660
C 0.6907 -1.0626 0.3249
C -0.0949 -0.2268 1.0998
H -0.6756 0.4261 -2.5885
H 1.5184 -0.5102 -0.1410
H 0.9917 -2.0439 0.6769
H -0.5037 -0.5097 2.0695

These are the Mulliken partial charges, in e, on atoms 1 to 6: -0.529 0.616 -0.332 -0.117 -0.360 -0.394

Entry 2:
C16H44O24P4S2 | ωB97M-V/def2-TZVPD

Summary:
HOMO energy: -10.5 eV
HOMO-LUMO gap: 10.6 eV
Structure (SMILES): COP(=O)(OC)OC.COP(=O)(OC)OC.COP(=O)(OC)OC.COP(=O)(OC)OC.O=S1(=O)OCCO1.O=S1(=O)OCCO1
Calculated total energy: -125274.842 eV
Strongest force on any atom: 4.8 eV/A

Element x y z (Å)
C -1.8569 -23.8571 -7.7087
O -2.3983 -24.1608 -6.4030
P -1.5332 -24.5421 -5.0492
O -2.2313 -24.4966 -3.7662
O -0.8734 -26.0035 -5.3105
C 0.2425 -26.2020 -6.1811
O -0.2710 -23.5534 -5.1260
C -0.5391 -22.1196 -5.1467
H -0.7938 -24.0904 -7.7669
H -1.9899 -22.8133 -7.9934
H -2.2825 -24.4001 -8.5526
H 0.0643 -26.1865 -7.2563
H 0.7284 -27.1647 -6.0228
H 1.0138 -25.4589 -5.9787
H -1.5407 -21.9080 -4.7723
H -0.5518 -21.7402 -6.1685
H 0.1696 -21.5475 -4.5480
C 0.2823 -28.5572 0.8333
O -0.1707 -28.8524 2.1671
P -1.7207 -28.8675 2.5400
O -2.4497 -27.6033 2.2897
O -1.6333 -29.4981 4.0760
C -1.9985 -28.6791 5.2173
O -2.3652 -30.1106 1.7579
C -3.2952 -31.0261 2.2938
H 0.8176 -29.4088 0.4134
H 0.9880 -27.7298 0.9074
H -0.5077 -28.2889 0.1318
H -1.2334 -28.6518 5.9932
H -2.8702 -28.9338 5.8201
H -2.2451 -27.6575 4.9283
H -2.9214 -31.9897 1.9475
H -4.3183 -30.9598 1.9238
H -3.4326 -31.0348 3.3751
C -1.0064 -21.1183 10.6303
O -1.9441 -22.1589 10.5940
P -2.2863 -22.9568 9.2283
O -1.1262 -23.1135 8.2993
O -3.5163 -22.0887 8.5950
C -4.3338 -22.6551 7.5468
O -2.9904 -24.3430 9.7052
C -4.0442 -24.2924 10.6422
H -0.4228 -21.0482 9.7124
H -0.3302 -21.3001 11.4657
H -1.4933 -20.1441 10.6748
H -5.2554 -23.0644 7.9607
H -3.8027 -23.3549 6.9016
H -4.6264 -21.8554 6.8664
H -4.2554 -23.3281 11.1043
H -3.9767 -24.9833 11.4826
H -4.9210 -24.5806 10.0623
C 5.1718 -18.5114 1.4898
O 4.9819 -17.1864 1.0736
P 6.1809 -16.0350 1.2865
O 7.5405 -16.5416 1.6580
O 6.0709 -15.2519 -0.1073
C 6.7807 -15.6693 -1.2697
O 5.3820 -15.1091 2.3363
C 4.1127 -14.5623 1.9997
H 5.2855 -19.0973 0.5777
H 4.3099 -18.8232 2.0797
H 6.0096 -18.7120 2.1576
H 6.1126 -15.4455 -2.1013
H 7.0539 -16.7242 -1.2978
H 7.6290 -14.9887 -1.3428
H 3.7103 -13.6792 2.4960
H 3.3741 -15.3485 2.1554
H 4.0384 -14.3901 0.9259
O 0.3682 -15.2746 9.4874
S 0.4332 -15.5293 8.0158
O 0.8509 -14.4417 7.1171
O 1.1698 -16.9246 7.7209
C 0.7448 -17.4978 6.5360
C -0.7298 -17.0837 6.4040
O -0.9355 -16.2286 7.4541
H 1.2554 -17.0389 5.6894
H 0.8625 -18.5748 6.6561
H -1.3909 -17.9448 6.5019
H -0.9671 -16.6807 5.4194
O -2.2321 -21.2418 0.4164
S -1.0614 -20.6653 1.1290
O -0.8935 -19.2092 1.1645
O -0.9843 -21.3802 2.6156
C -0.1812 -22.5262 2.6112
C 0.3006 -22.7972 1.1667
O 0.2871 -21.5285 0.6357
H 0.6568 -22.2769 3.2622
H -0.6759 -23.3746 3.0841
H -0.4147 -23.3493 0.5571
H 1.3049 -23.1933 1.0166

These are the Mulliken partial charges, in e, on atoms 1 to 6: -0.648 -0.321 0.935 -0.634 -0.303 -0.635

Entry 3:
C34H101N9O13 | ωB97M-V/def2-TZVPD

Summary:
HOMO energy: -8.6 eV
HOMO-LUMO gap: 8.9 eV
Calculated total energy: -76915.679 eV
Strongest force on any atom: 4.7 eV/A

Element x y z (Å)
C 2.4510 3.0224 -2.9506
O 3.4499 3.8474 -2.2738
H 1.6661 2.8115 -2.2242
H 1.9913 3.4904 -3.8211
H 2.9033 2.0870 -3.2800
H 3.9064 4.2665 -3.0071
C 2.1237 4.5040 1.1654
O 1.4958 5.6797 0.8848
H 3.2009 4.6671 1.1978
H 1.7756 4.2579 2.1685
H 1.8096 3.7741 0.4192
H 1.6941 6.0183 0.0087
C 3.4572 -2.4252 -3.5800
O 3.2442 -1.9653 -2.3068
H 4.3939 -2.9826 -3.5901
H 2.6311 -3.0207 -3.9687
H 3.5369 -1.6561 -4.3483
H 2.3887 -1.5336 -2.2485
C -0.8551 4.6900 -1.7004
O -1.3610 5.9976 -1.5958
H -0.8198 4.4808 -2.7695
H 0.0701 4.4025 -1.2011
H -1.4903 3.9116 -1.2776
H -1.3751 6.2682 -0.6749
C -1.3956 1.7452 -5.3555
O -2.5117 1.1167 -4.7878
H -1.1193 2.6391 -4.7964
H -0.4813 1.1569 -5.4331
H -1.6092 2.1322 -6.3519
H -3.2942 1.4842 -5.2052
C 1.1981 -5.9800 -0.4720
O 2.1955 -6.1800 0.2196
N 0.6357 -4.7887 -0.5231
N 0.5324 -6.7517 -1.2685
H -0.0655 -4.6306 -1.2326
H 1.1352 -4.0241 -0.0918
H 0.8794 -7.7002 -1.2582
H -0.2923 -6.3842 -1.7213
C 2.7181 4.1248 8.0171
C 2.3259 3.2492 6.8189
C 3.5272 3.1174 5.8212
O 3.1962 2.0229 5.0527
C 3.6827 2.0771 3.7328
N 1.8735 1.9871 7.3508
H 1.8295 4.4402 8.5640
H 3.1180 5.0902 7.7069
H 3.3459 3.6213 8.7522
H 1.4644 3.6446 6.2808
H 4.4336 2.7745 6.3200
H 3.8250 4.0285 5.3022
H 3.4572 2.8783 3.0290
H 3.4773 1.1477 3.2016
H 4.7713 2.0536 3.6825
H 1.8884 1.3343 6.5802
H 2.5773 1.5030 7.8897
C 7.4870 -1.2083 0.3245
C 6.6980 -0.9549 -0.9686
C 6.4804 0.5236 -1.3696
O 5.7793 1.3001 -0.3270
C 4.5726 0.7862 0.1654
N 7.3075 -1.8619 -1.9989
H 8.5265 -1.0261 0.0521
H 7.4560 -2.2126 0.7470
H 7.1852 -0.6582 1.2158
H 5.7069 -1.3733 -0.7934
H 5.9178 0.5559 -2.3026
H 7.4072 1.0361 -1.6277
H 4.5433 -0.2690 0.4371
H 3.7843 0.8805 -0.5814
H 4.2436 1.3456 1.0411
H 7.0339 -1.6043 -2.9364
H 6.9662 -2.8087 -1.9143
C -2.2588 -6.4035 -3.8243
C -1.2275 -5.2485 -3.9947
C -1.7152 -4.2587 -5.0661
O -0.6600 -3.3043 -5.3393
C -1.0243 -2.2810 -6.2226
N -1.1246 -4.6054 -2.6463
H -2.5971 -6.8842 -4.7422
H -3.1283 -5.9749 -3.3258
H -1.9378 -7.1476 -3.0953
H -0.2204 -5.5840 -4.2423
H -2.5950 -3.7812 -4.6348
H -1.9825 -4.6514 -6.0472
H -0.4145 -1.3959 -6.0413
H -2.0626 -1.9627 -6.3163
H -0.8081 -2.6260 -7.2337
H -2.0821 -4.6869 -2.3351
H -1.0189 -3.6062 -2.7496
C 0.0656 -2.2626 5.1029
C 0.3426 -0.7656 4.7306
C -0.6825 0.3425 5.1323
O -1.9365 0.1269 4.5154
C -2.9567 1.0447 4.8596
N 1.6866 -0.5763 5.1684
H 0.8368 -3.0329 5.1078
H -0.6870 -2.5303 4.3613
H -0.4892 -2.3488 6.0371
H 0.2993 -0.9316 3.6542
H -0.3233 1.3377 4.8704
H -0.7439 0.2348 6.2153
H -2.5726 2.0439 4.6541
H -3.1316 1.0141 5.9350
H -3.9451 0.8720 4.4338
H 1.9664 0.3469 4.8692
H 2.3011 -1.2847 4.7935
C -6.2678 1.3066 -1.7821
C -6.6365 1.2146 -0.2874
C -5.8650 2.2310 0.5418
O -4.4431 1.9996 0.4984
C -3.5572 3.0211 1.1134
N -8.0605 1.3764 -0.2018
H -5.2164 1.0795 -1.9584
H -6.5863 2.2789 -2.1580
H -6.8641 0.6109 -2.3724
H -6.4534 0.2175 0.1132
H -6.1399 2.0640 1.5832
H -6.0784 3.2437 0.1995
H -3.9317 4.0426 1.1799
H -2.5988 3.0161 0.5941
H -3.3886 2.6613 2.1284
H -8.5407 0.7179 -0.7983
H -8.3559 1.0673 0.7133
C -4.1543 -1.5742 -2.9353
C -3.3544 -2.0719 -1.7699
C -3.6911 -1.2472 -0.4335
O -2.8243 -1.7096 0.5906
C -2.8866 -1.0628 1.8302
N -3.8022 -3.4037 -1.5646
H -5.2144 -1.7581 -2.7604
H -3.9845 -2.1625 -3.8371
H -4.0472 -0.5153 -3.1705
H -2.2830 -2.0546 -1.9694
H -4.7694 -1.2434 -0.2744
H -3.4131 -0.2248 -0.6895
H -3.9377 -1.0178 2.1153
H -2.4593 -0.0701 1.6880
H -2.3823 -1.7686 2.4901
H -4.7843 -3.5532 -1.7471
H -3.5342 -3.7500 -0.6545
C -0.0765 -0.2678 -2.5634
C 0.5686 0.0069 -1.2229
C -0.2626 1.0960 -0.3817
O 0.5523 1.4498 0.6672
C -0.0909 1.7449 1.8864
N 0.6279 -1.2856 -0.5261
H 0.4230 0.3203 -3.3332
H -1.0959 0.1127 -2.4983
H -0.0205 -1.2990 -2.9122
H 1.5794 0.3724 -1.4040
H -1.1961 0.6413 -0.0500
H -0.3756 1.9828 -1.0053
H -0.7107 0.9937 2.3760
H -0.7906 2.5452 1.6454
H 0.6793 2.0981 2.5721
H 1.1304 -1.1928 0.3451
H -0.3102 -1.4820 -0.2076

These are the Mulliken partial charges, in e, on atoms 1 to 6: -0.196 -0.508 -0.301 0.472 0.258 0.277

Entry 4:
C4H11O2S | ωB97M-V/def2-TZVPD

Summary:
Charge: -1
HOMO energy: -2.7 eV
HOMO-LUMO gap: 6.1 eV
Calculated total energy: -19256.734 eV
Strongest force on any atom: 2.0 eV/A

Element x y z (Å)
C 0.5051 -0.5376 -1.3422
O 1.2263 -1.4411 -2.2011
C -0.0945 -1.4280 -0.2306
C -1.2858 -0.8086 0.5129
C -0.9068 0.3488 1.4612
S -1.4973 2.0263 0.9072
H -0.1989 -0.0668 -2.0220
H 1.0594 0.2781 -0.8671
H -0.4132 -2.3929 -0.6836
H 0.5583 -1.5460 0.6370
H -2.0781 -0.5919 -0.2324
H -1.9130 -1.5407 1.0282
H 0.1668 0.3075 1.6717
H -1.5318 0.2165 2.3627
H 1.1712 3.4768 0.6629
H 1.2515 2.1521 0.3554
H 2.1751 -1.3841 -2.1636
O 1.8057 2.9316 0.1436

These are the Mulliken partial charges, in e, on atoms 1 to 6: -0.002 -0.565 -0.637 -0.545 -0.884 -0.684

Entry 5:
C2H4F2 | ωB97M-V/def2-TZVPD

Summary:
HOMO energy: -12.0 eV
HOMO-LUMO gap: 13.1 eV
Structure (SMILES): CC(F)F
Calculated total energy: -7572.980 eV
Strongest force on any atom: 4.7 eV/A

Element x y z (Å)
C 0.1685 -0.2026 -0.2892
C -0.5736 1.0559 -0.2214
F -1.4089 1.2042 -1.3188
F 0.3493 2.0964 -0.3760
H -0.3568 -1.0790 -0.2828
H 0.7126 -0.0787 -1.1561
H 0.8712 0.0002 0.4983
H -1.2426 1.4365 0.8510

These are the Mulliken partial charges, in e, on atoms 1 to 6: -1.049 0.394 -0.246 -0.261 0.365 0.310

Entry 6:
C18H21P2Sc | ωB97M-V/def2-TZVPD

Summary:
HOMO energy (spin up / spin down): -6.0 / -5.6 eV
HOMO-LUMO gap (spin up / spin down): 5.5 / 5.2 eV
Calculated total energy: -58277.119 eV
Strongest force on any atom: 3.6 eV/A

Element x y z (Å)
C 2.0397 1.8177 -2.5538
C 1.4844 1.3743 -3.7621
C 0.1727 1.9462 -3.9016
C -0.0385 2.9390 -2.9234
C 1.0517 2.8733 -1.9188
Sc 1.5310 1.5031 0.8899
P 4.0602 0.8950 0.8193
H 3.1634 2.0221 -2.3992
H 1.9047 0.6307 -4.3736
H -0.5504 1.7269 -4.6746
H 1.5185 3.7712 -1.4016
H -0.8912 3.5383 -2.7787
H 4.2174 2.2375 1.4179
H 5.1963 0.5357 -0.1867
H 3.8194 -0.1660 1.8384
C 0.2832 -2.5945 -0.7478
P 0.0456 -0.8466 -0.2704
C -1.8299 -0.7932 -0.3490
C -2.4768 0.0339 -1.2738
C -3.8820 0.0821 -1.3507
C -4.6570 -0.6938 -0.4993
C -4.0240 -1.5254 0.4465
C -2.6258 -1.5590 0.5131
C 0.3016 -0.8220 1.5464
C 1.0133 -1.8443 2.2162
C 1.3883 -1.7026 3.5339
C 1.0479 -0.5352 4.2356
C 0.3614 0.4772 3.6118
C 0.0387 0.3884 2.2165
H -0.0483 -2.7718 -1.7777
H -0.2893 -3.3564 -0.1412
H 1.3137 -2.8903 -0.6928
H -1.8562 0.6664 -1.9405
H -4.3730 0.7269 -2.0841
H -5.7460 -0.6711 -0.5556
H -4.6291 -2.1395 1.1176
H -2.1447 -2.1970 1.2739
H 1.3294 -2.7385 1.6418
H 1.9455 -2.4868 4.0404
H 1.3437 -0.4344 5.2851
H 0.0912 1.3923 4.1492
H -0.6007 1.1903 1.7634

These are the Mulliken partial charges, in e, on atoms 1 to 6: 0.060 -1.016 -0.198 -1.043 -0.309 0.274

Entry 7:
C7H13Br2N2S | ωB97M-V/def2-TZVPD

Summary:
Charge: +1
HOMO energy: -13.3 eV
HOMO-LUMO gap: 9.1 eV
Calculated total energy: -161361.481 eV
Strongest force on any atom: 4.1 eV/A

Element x y z (Å)
C -1.8173 1.7879 -1.7170
C -2.5154 0.3647 0.6312
C -0.6367 0.8965 0.1708
C -0.0957 -1.6859 -0.1205
C 0.3067 -0.5178 2.0517
C 1.7493 0.0872 -0.0594
C 0.3205 -0.2416 0.4494
N -0.7029 1.2636 -1.1614
N -1.9324 2.2595 -3.0020
S -3.1889 1.3717 -0.7633
Br -3.3177 -1.4693 0.6615
Br -0.5002 2.3748 1.4292
H -2.6949 0.8954 1.6047
H 0.7723 -2.2627 -0.2299
H -0.5950 -1.6473 -1.0575
H -0.8556 -2.0058 0.4959
H 0.7982 0.3250 2.6414
H -0.7326 -0.7595 2.1389
H 0.8786 -1.4460 2.2738
H 1.9651 1.0528 0.2809
H 1.6739 0.1135 -1.2192
H 2.6259 -0.6626 0.2824
H 0.1814 1.2487 -1.7439
H -1.1031 2.3167 -3.6301
H -2.8151 2.6216 -3.4310

These are the Mulliken partial charges, in e, on atoms 1 to 6: 0.619 -0.314 -0.400 -1.769 -1.478 -1.557